Record 1
A cluster of 11 separate species, C63H85F6N11O5 in total at a distorted geometry. Source: OMol25; level of theory: ωB97M-V/def2-TZVPD.

Computed properties:
* orbital gap: 6.98 eV
* charge: 0
* SMILES string: CCCCCCCCCCCC[C@@]1(CNC)C[C@H](C(=O)C(F)(F)C(F)(F)C(F)(F)C(=O)O)OC1=O.c1cc[nH]c1.c1cc[nH]c1.c1cc[nH]c1.c1cc[nH]c1.c1cc[nH]c1.c1cc[nH]c1.c1cc[nH]c1.c1cc[nH]c1.c1cc[nH]c1.c1cc[nH]c1
* energy: -109640.009 eV

Last column: Löwdin charge in e.
Atoms and positions in Å:
C -4.0805 1.9851 1.3579  -0.11
C -4.5664 0.5403 1.1836  -0.25
C -4.3240 0.0620 -0.2559  -0.22
C -4.4161 -1.4758 -0.3410  -0.19
C -3.0384 -2.1596 -0.4928  -0.19
C -2.5916 -2.9190 0.7583  -0.21
C -1.7511 -4.1439 0.4275  -0.21
C -0.4322 -3.7306 -0.2340  -0.22
C 0.6977 -4.7374 -0.0354  -0.19
C 1.6036 -4.9330 -1.2657  -0.18
C 1.8976 -3.6187 -2.0363  -0.18
C 1.1369 -3.5386 -3.3584  -0.12
C 1.0046 -2.1319 -3.9204  -0.30
C 2.3907 -1.4008 -4.0478  -0.14
N 2.7757 -0.7292 -2.8044  -0.09
C 4.2049 -0.8143 -2.4405  -0.09
C 0.3900 -2.0494 -5.3508  -0.02
C -0.7239 -0.9968 -5.2316  -0.19
C -0.8808 -0.0434 -6.3978  -0.18
O -1.1668 -0.5088 -7.4619  0.16
C -0.7028 1.5154 -6.3649  -0.35
F 0.0554 1.8546 -7.4216  0.17
F -1.9433 2.0385 -6.5400  0.15
C -0.1068 2.1388 -5.0822  -0.33
F 0.9782 1.4086 -4.7083  0.14
F -1.0549 2.1452 -4.1246  0.16
C 0.3855 3.6169 -5.2956  -0.35
F 1.6652 3.5542 -5.7440  0.15
F -0.3830 4.2500 -6.1809  0.18
C 0.4513 4.4800 -3.9981  -0.39
O 0.4544 5.6625 -4.1134  0.20
O 0.5581 3.9027 -2.7856  0.12
O -0.7705 -0.5035 -3.9090  0.07
C 0.0721 -1.2398 -3.1244  -0.39
O -0.0159 -1.1345 -1.9391  0.13
H -3.0178 1.9856 1.5746  0.08
H -4.5748 2.4895 2.1822  0.03
H -4.2752 2.5513 0.4512  0.07
H -5.6241 0.4592 1.4088  0.11
H -3.9775 -0.1052 1.8295  0.10
H -3.3420 0.4003 -0.5734  0.10
H -5.0774 0.5098 -0.8982  0.10
H -5.0308 -1.7522 -1.1930  0.10
H -4.9140 -1.8520 0.5460  0.10
H -2.3027 -1.4109 -0.7608  0.09
H -3.1152 -2.8701 -1.3166  0.10
H -1.9543 -2.2621 1.3509  0.11
H -3.4337 -3.2135 1.3781  0.11
H -2.3074 -4.7544 -0.2859  0.10
H -1.5346 -4.7355 1.3121  0.11
H -0.6136 -3.5471 -1.2862  0.08
H -0.1362 -2.7657 0.1698  0.10
H 0.2309 -5.7001 0.1655  0.10
H 1.3229 -4.4797 0.8142  0.11
H 2.5607 -5.3605 -0.9841  0.10
H 1.1275 -5.6147 -1.9700  0.10
H 2.9568 -3.6247 -2.2834  0.11
H 1.7467 -2.7575 -1.4001  0.10
H 0.1379 -3.9705 -3.3057  0.10
H 1.6941 -4.1329 -4.0800  0.13
H 3.1237 -2.1531 -4.3174  0.13
H 2.3343 -0.6705 -4.8509  0.11
H 2.5333 0.2474 -2.8741  0.09
H 4.3030 -1.2662 -1.4597  0.07
H 4.6474 0.1767 -2.4180  0.08
H 4.7716 -1.3997 -3.1580  0.07
H 1.0938 -1.8643 -6.1546  0.13
H -0.0667 -2.9906 -5.6432  0.12
H -1.6350 -1.5940 -5.3201  0.16
H 0.6750 2.9449 -2.8500  0.10
C 5.8233 -8.4911 1.1464  -0.12
C 4.8738 -7.9091 2.0313  -0.12
C 3.6781 -7.8547 1.3680  -0.14
N 3.8672 -8.3782 0.1189  0.01
C 5.1700 -8.7708 -0.0238  -0.14
H 6.8653 -8.6822 1.3452  0.09
H 5.0479 -7.5670 3.0383  0.09
H 2.7120 -7.4921 1.6750  0.11
H 3.1574 -8.4615 -0.5849  0.14
H 5.5187 -9.2131 -0.9408  0.11
C 7.4506 -9.2114 6.6380  -0.12
C 6.2528 -9.9154 6.9354  -0.12
C 5.5672 -10.0682 5.7596  -0.14
N 6.3016 -9.4823 4.7665  0.01
C 7.4519 -8.9611 5.2915  -0.14
H 8.2218 -8.9232 7.3323  0.09
H 5.9323 -10.2687 7.9009  0.09
H 4.6241 -10.5407 5.5455  0.10
H 6.0361 -9.4416 3.7983  0.10
H 8.1690 -8.4585 4.6652  0.10
C 2.0518 2.2750 1.2906  -0.12
C 2.0262 1.1838 2.1972  -0.11
C 1.6721 0.0712 1.4813  -0.13
N 1.4679 0.4475 0.1863  0.03
C 1.7055 1.7849 0.0561  -0.14
H 2.2882 3.3027 1.5160  0.08
H 2.2388 1.2131 3.2533  0.09
H 1.5353 -0.9520 1.7874  0.11
H 1.1748 -0.1656 -0.5565  0.09
H 1.6016 2.2792 -0.8950  0.08
C -1.9231 3.5102 4.4750  -0.11
C -3.1121 2.8770 4.9288  -0.10
C -4.1617 3.4693 4.2784  -0.17
N -3.6533 4.4339 3.4533  0.01
C -2.2917 4.4636 3.5639  -0.13
H -0.9138 3.2870 4.7804  0.07
H -3.1869 2.0792 5.6484  0.09
H -5.2213 3.2874 4.3317  0.11
H -4.1963 5.0304 2.8558  0.14
H -1.7068 5.1562 2.9869  0.10
C -1.0615 7.6414 0.2210  -0.12
C 0.1480 7.0132 0.6228  -0.11
C 0.3614 5.9619 -0.2287  -0.14
N -0.6679 5.9312 -1.1246  0.02
C -1.5375 6.9512 -0.8626  -0.13
H -1.5263 8.5009 0.6748  0.08
H 0.7866 7.2999 1.4419  0.09
H 1.1554 5.2366 -0.2737  0.10
H -0.7656 5.2590 -1.8606  0.10
H -2.4173 7.0979 -1.4654  0.10
C 3.9766 4.1442 5.6927  -0.11
C 2.8862 4.7514 6.3745  -0.12
C 1.8068 4.7085 5.5324  -0.14
N 2.2026 4.1053 4.3718  0.01
C 3.5216 3.7525 4.4613  -0.15
H 4.9780 4.0082 6.0652  0.09
H 2.8938 5.1673 7.3689  0.08
H 0.7947 5.0555 5.6569  0.10
H 1.6104 3.9426 3.5769  0.12
H 4.0196 3.2557 3.6461  0.10
C 5.1369 7.8667 10.0318  -0.11
C 4.0466 8.4731 10.7120  -0.12
C 2.9684 8.4336 9.8695  -0.14
N 3.3650 7.8307 8.7071  0.00
C 4.6838 7.4784 8.7996  -0.15
H 6.1378 7.7303 10.4052  0.09
H 4.0537 8.8894 11.7052  0.09
H 1.9578 8.7815 9.9963  0.10
H 2.7789 7.6698 7.9085  0.13
H 5.1829 6.9846 7.9834  0.10
C -3.6695 -6.0927 -5.1533  -0.10
C -3.7615 -7.3094 -4.4269  -0.11
C -2.9038 -7.2171 -3.3640  -0.14
N -2.2952 -5.9933 -3.4210  0.01
C -2.7596 -5.2997 -4.5071  -0.15
H -4.2083 -5.8268 -6.0474  0.09
H -4.3864 -8.1550 -4.6586  0.09
H -2.6754 -7.9133 -2.5756  0.11
H -1.6136 -5.6564 -2.7654  0.12
H -2.4010 -4.3070 -4.7230  0.09
C -5.8950 8.3296 1.9920  -0.12
C -5.5611 9.0670 3.1603  -0.11
C -4.6238 9.9977 2.8009  -0.14
N -4.3766 9.8496 1.4633  0.00
C -5.1494 8.8376 0.9626  -0.15
H -6.6018 7.5205 1.9167  0.09
H -5.9637 8.9299 4.1497  0.09
H -4.1138 10.7488 3.3790  0.11
H -3.7273 10.3986 0.9315  0.14
H -5.1014 8.5675 -0.0782  0.10
C -5.8891 -2.0330 -8.9646  -0.11
C -5.1451 -3.1911 -8.6084  -0.11
C -3.9584 -2.7596 -8.0772  -0.15
N -3.9575 -1.3969 -8.0988  0.01
C -5.1291 -0.9409 -8.6339  -0.13
H -6.8692 -2.0055 -9.4099  0.09
H -5.4469 -4.2181 -8.7278  0.09
H -3.1140 -3.3011 -7.6840  0.10
H -3.1953 -0.8382 -7.7623  0.10
H -5.3210 0.1135 -8.7339  0.11

Record 2
A cluster of 10 separate species, C63H93F4N16O12S4 in total at a distorted geometry. Source: OMol25; level of theory: ωB97M-V/def2-TZVPD.

Computed properties:
* orbital gap: 3.25 eV
* charge: +5
* energy: -169406.329 eV

Last column: Löwdin charge in e.
Atoms and positions in Å:
C 3.1039 -2.2724 9.2265  -0.05
C 3.5964 -1.2037 8.2862  -0.47
C 5.1537 -1.3822 8.4001  -0.12
C 5.9900 -0.8378 7.2097  -0.14
C 5.1172 -0.1684 6.1150  -0.15
C 3.8127 -0.8439 5.7304  -0.51
N 3.2381 -1.5223 6.8921  -0.17
O 1.9830 -2.1955 6.6330  -0.31
C 4.2410 -1.7653 4.5790  -0.03
C 2.9704 0.2808 5.1535  -0.05
C 3.1533 0.2449 8.6364  -0.01
H 2.0410 -2.1267 9.4523  0.08
H 3.6341 -2.2627 10.1796  0.07
H 3.1269 -3.2782 8.8143  0.06
H 5.3910 -2.4343 8.5543  0.08
H 5.4785 -0.8116 9.2760  0.08
H 6.6349 -1.5233 6.6503  0.08
H 6.7423 -0.1498 7.6068  0.09
H 5.7673 -0.0786 5.2430  0.09
H 4.9731 0.8665 6.4368  0.08
H 3.4122 -2.4573 4.4105  0.06
H 5.0783 -2.3768 4.9172  0.07
H 4.4278 -1.1935 3.6720  0.07
H 1.9848 -0.0567 4.8274  0.07
H 3.4767 0.7679 4.3128  0.08
H 2.7877 1.1374 5.8074  0.06
H 2.1060 0.3452 8.3454  0.07
H 3.6267 0.9801 7.9886  0.04
H 3.3089 0.4678 9.6950  0.08
C 2.4564 -0.4929 13.1125  -0.05
C 3.7771 -0.8116 13.8004  -0.15
N 4.9466 -0.6462 12.9257  -0.03
C 5.4742 0.5266 12.5022  -0.03
C 6.5698 0.2314 11.7510  -0.04
N 6.6805 -1.1382 11.6746  -0.05
C 5.6876 -1.6653 12.4437  0.05
C 7.7545 -1.8501 10.9816  0.03
H 2.3773 -1.0392 12.1712  0.06
H 2.4944 0.5761 12.8853  0.07
H 1.5440 -0.6717 13.6757  0.09
H 3.7234 -1.8478 14.1359  0.13
H 3.9629 -0.2360 14.7061  0.14
H 5.0279 1.4805 12.7287  0.14
H 7.1757 1.0242 11.3433  0.13
H 5.5639 -2.7324 12.5745  0.15
H 7.3657 -2.4842 10.1831  0.08
H 8.2289 -2.5412 11.6773  0.11
H 8.4400 -1.1579 10.5017  0.10
C 5.1303 7.0503 11.8114  -0.03
C 4.9801 5.5929 12.3389  -0.16
N 4.7787 4.6552 11.2429  -0.06
C 3.5605 4.3194 10.7412  0.03
C 3.7861 3.4335 9.7002  0.01
N 5.1252 3.1778 9.7139  -0.08
C 5.7222 3.9141 10.6492  -0.01
C 5.8112 2.3695 8.7132  0.01
H 5.3212 7.7981 12.5759  0.10
H 4.1848 7.2046 11.2947  0.08
H 5.9920 7.0516 11.1429  0.08
H 4.0998 5.6809 12.9769  0.13
H 5.7477 5.1763 12.9898  0.13
H 2.6873 4.8474 11.0877  0.15
H 3.1444 3.0513 8.9257  0.13
H 6.7794 3.9585 10.8529  0.18
H 5.7534 1.3337 9.0400  0.06
H 6.8712 2.6238 8.6992  0.11
H 5.4233 2.5643 7.7178  0.10
C 9.3238 2.3208 4.1161  -0.06
C 7.9140 1.7885 4.0052  -0.17
N 7.8337 0.3516 3.7790  -0.06
C 7.3505 -0.2291 2.6131  0.02
C 7.4947 -1.5961 2.7967  0.01
N 8.1476 -1.8013 3.9756  -0.07
C 8.3750 -0.6038 4.5610  -0.01
C 8.6244 -3.0857 4.4958  0.04
H 9.3498 3.4112 4.1641  0.09
H 9.9523 2.0351 3.2744  0.10
H 9.7958 2.0972 5.0754  0.08
H 7.4440 2.2098 3.1165  0.13
H 7.3156 2.0591 4.8756  0.12
H 6.7676 0.3193 1.8940  0.13
H 7.2346 -2.4571 2.1989  0.13
H 8.8775 -0.4185 5.4953  0.17
H 8.5666 -3.8030 3.6814  0.11
H 8.0219 -3.3022 5.3726  0.07
H 9.6855 -2.9386 4.6927  0.11
C 6.4167 -5.2578 6.3904  0.03
N 5.1562 -5.7914 6.9473  -0.03
C 5.1834 -7.0406 7.4876  0.05
C 3.9788 -7.5972 7.9310  0.05
C 2.8122 -6.8692 7.9085  -0.16
C 2.8357 -5.6274 7.2913  0.01
C 4.0258 -5.0707 6.9213  0.01
C 1.5436 -7.3881 8.5123  -0.12
C 1.0176 -8.5434 7.9710  0.05
C -0.2078 -8.9919 8.4228  0.02
N -0.8230 -8.4052 9.4629  -0.07
C -0.2911 -7.3059 10.0854  0.04
C 0.8792 -6.7657 9.5813  0.07
C -2.2432 -8.6994 9.7894  0.04
H 6.3997 -5.3843 5.3081  0.08
H 7.2518 -5.6984 6.9270  0.12
H 6.3461 -4.1949 6.6268  0.08
H 6.1495 -7.5128 7.5804  0.16
H 4.0075 -8.5762 8.3907  0.15
H 1.9348 -5.0215 7.2680  0.12
H 4.1044 -4.0512 6.5610  0.13
H 1.4679 -9.0615 7.1368  0.14
H -0.7090 -9.8433 7.9840  0.15
H -0.8732 -6.8292 10.8597  0.15
H 1.2435 -5.8157 9.9490  0.14
H -2.8398 -7.8586 9.4347  0.11
H -2.3937 -8.7717 10.8643  0.12
H -2.5888 -9.5952 9.2799  0.11
C -0.5146 0.2265 7.3636  0.04
N -1.5905 -0.6879 6.8659  -0.04
C -2.5686 -0.1644 6.0769  0.04
C -3.5321 -1.0010 5.5439  0.06
C -3.5924 -2.3711 5.8372  -0.14
C -2.5441 -2.8324 6.6450  0.03
C -1.5771 -1.9912 7.1748  0.01
C -4.7483 -3.1782 5.3922  -0.11
C -4.5033 -4.4626 4.8700  0.05
C -5.5959 -5.2139 4.4943  0.01
N -6.8332 -4.7219 4.5065  -0.07
C -7.0956 -3.4547 4.9292  0.05
C -6.0824 -2.7106 5.4787  0.07
C -7.9984 -5.5362 4.0555  0.06
H 0.4262 -0.1444 6.9594  0.07
H -0.4976 0.1921 8.4531  0.11
H -0.8393 1.2206 7.0747  0.09
H -2.5304 0.9020 5.9095  0.14
H -4.3361 -0.7137 4.8792  0.14
H -2.5371 -3.8678 6.9625  0.12
H -0.7932 -2.2839 7.8588  0.14
H -3.4851 -4.8215 4.8668  0.13
H -5.5842 -6.2673 4.2488  0.15
H -8.1412 -3.1854 4.8819  0.16
H -6.2036 -1.6952 5.8298  0.14
H -8.8277 -5.4708 4.7558  0.12
H -7.6556 -6.5480 3.8608  0.11
H -8.3695 -5.1144 3.1208  0.12
C 2.7722 1.1834 1.1748  0.03
N 2.5603 -0.2437 1.4864  -0.06
C 1.5440 -0.5789 2.2890  0.02
C 1.3220 -1.9486 2.5200  0.06
C 2.1071 -2.9072 1.8969  -0.14
C 3.1900 -2.4996 1.1175  0.05
C 3.3968 -1.1508 0.9015  0.03
C 1.8603 -4.3361 2.2024  -0.12
C 1.6794 -4.7949 3.5104  0.05
C 1.6285 -6.1679 3.7137  0.00
N 1.9061 -7.0261 2.7093  -0.07
C 2.0308 -6.5778 1.4311  0.03
C 2.0564 -5.2321 1.1456  0.06
C 1.8719 -8.5053 2.8915  0.05
H 3.2133 1.7058 2.0220  0.10
H 1.8082 1.6387 0.9535  0.11
H 3.3854 1.2746 0.2820  0.11
H 0.9719 0.2362 2.6870  0.10
H 0.5694 -2.2317 3.2414  0.13
H 3.8267 -3.1563 0.5388  0.13
H 4.2044 -0.7885 0.2847  0.15
H 1.4553 -4.0566 4.2725  0.11
H 1.5196 -6.5643 4.7115  0.12
H 2.2376 -7.3335 0.6865  0.16
H 2.0910 -4.9803 0.0955  0.15
H 0.9352 -8.8347 2.4405  0.11
H 1.8215 -8.8320 3.9258  0.09
H 2.7030 -8.9311 2.3359  0.12
N 0.6332 2.7091 3.1170  -0.25
S 1.0118 3.3140 4.6640  0.55
O 0.7274 2.4294 5.7784  -0.33
O 0.7844 4.7187 4.7955  -0.23
F 2.5960 3.2526 4.5021  -0.20
S -0.8183 2.2665 3.5342  0.45
O -1.7084 3.2288 4.1321  -0.25
O -0.9695 0.8851 3.9238  -0.33
F -1.3845 2.2486 2.0119  -0.20
N 5.5889 -5.3178 12.5634  -0.29
S 5.6013 -5.5419 10.9138  0.56
O 6.4582 -6.5185 10.3065  -0.27
O 5.3093 -4.3375 10.1392  -0.34
F 4.1450 -6.2328 10.7714  -0.22
S 6.7887 -6.1290 12.9978  0.44
O 8.0433 -5.5138 12.7070  -0.27
O 6.6606 -7.5682 13.0409  -0.25
F 6.5542 -5.7933 14.5748  -0.20
N 5.3189 -5.3130 2.6765  -0.59
O 5.4758 -4.9838 1.4964  -0.02
O 4.9437 -6.4361 3.0442  -0.04
O 5.7633 -4.5141 3.5678  -0.12